# C4H8O2

A single C4H8O2 molecule (ωB97M-V with the def2-TZVPD basis set, the OMol25 dataset).

Orbital gap, eV: 11.3
Energy relative to the best compared isomer or geometry (same formula, charge and spin), kcal/mol: 33.0
SMILES: C[C@H]1COCO1
LUMO, hartree: 0.040

Bonds (Å) are listed after each position.
Cartesian coordinates (Å):
1 C 1.64 -0.79 -0.23  C2 1.535, H7 1.097, H8 1.097, H9 1.096
2 C 0.20 -0.51 0.20  C1 1.535, C3 1.561, O6 1.423, H10 1.100
3 C -0.13 0.90 0.79  C2 1.561, O4 1.419, H11 1.106, H12 1.084
4 O -0.99 1.51 -0.16  C3 1.419, C5 1.404
5 C -1.64 0.38 -0.68  O4 1.404, O6 1.399, H13 1.109, H14 1.090
6 O -0.64 -0.55 -0.95  C2 1.423, C5 1.399
7 H 2.34 -0.83 0.61  C1 1.097
8 H 1.69 -1.77 -0.72  C1 1.097
9 H 2.02 -0.06 -0.96  C1 1.096
10 H -0.10 -1.26 0.94  C2 1.100
11 H -0.68 0.85 1.75  C3 1.106
12 H 0.82 1.41 0.87  C3 1.084
13 H -2.33 -0.02 0.10  C5 1.109
14 H -2.18 0.62 -1.60  C5 1.090

# C4H8O2

A single C4H8O2 molecule at a distorted geometry (ωB97M-V with the def2-TZVPD basis set, the OMol25 dataset).

Orbital gap, eV: 10.6
Energy relative to the best compared isomer or geometry (same formula, charge and spin), kcal/mol: 48.4
SMILES: O=CCCCO
LUMO, hartree: 0.031

Bonds (Å) are listed after each position.
Cartesian coordinates (Å):
1 O -1.14 2.03 2.19  C2 1.207
2 C -0.46 1.08 1.89  O1 1.207, C3 1.540, H7 1.122
3 C 0.01 0.86 0.45  C2 1.540, C4 1.518, H8 1.041, H9 1.086
4 C 0.50 -0.54 0.11  C3 1.518, C5 1.491, H10 1.159, H11 1.179
5 C 0.48 -0.77 -1.37  C4 1.491, O6 1.378, H12 1.048, H13 1.119
6 O -0.78 -0.44 -1.82  C5 1.378, H14 0.918
7 H -0.28 0.22 2.59  C2 1.122
8 H -0.94 0.93 0.03  C3 1.041
9 H 0.72 1.64 0.20  C3 1.086
10 H 1.55 -0.71 0.56  C4 1.159
11 H -0.17 -1.37 0.61  C4 1.179
12 H 0.80 -1.71 -1.71  C5 1.048
13 H 1.09 -0.13 -2.05  C5 1.119
14 H -1.41 -1.10 -1.69  O6 0.918

# C4H8O2

2 unconnected molecules or ions with the total composition C4H8O2 (ωB97M-V with the def2-TZVPD basis set, the OMol25 dataset).

Orbital gap, eV: 10.8
Energy relative to the best compared isomer or geometry (same formula, charge and spin), kcal/mol: 76.9
SMILES: C=C[C@@]1(O)CO1.[H][H]
LUMO, hartree: 0.036

Bonds (Å) are listed after each position.
Cartesian coordinates (Å):
1 C -0.80 -0.94 -1.82  C2 1.327, H7 1.086, H8 1.086
2 C -0.64 0.21 -1.18  C1 1.327, C5 1.486, H10 1.088
3 O -1.17 1.27 0.98  C4 1.435, C5 1.411
4 C 0.24 1.50 0.87  O3 1.435, C5 1.468, H11 1.090, H12 1.090
5 C -0.40 0.32 0.28  C2 1.486, O3 1.411, C4 1.468, O6 1.384
6 O -0.30 -0.92 0.90  C5 1.384, H14 0.967
7 H -0.77 -1.88 -1.29  C1 1.086
8 H -0.97 -0.96 -2.89  C1 1.086
9 H 2.96 -1.38 0.94  H13 0.745
10 H -0.67 1.17 -1.70  C2 1.088
11 H 0.80 1.38 1.80  C4 1.090
12 H 0.53 2.35 0.26  C4 1.090
13 H 2.23 -1.27 0.95  H9 0.745
14 H -0.54 -0.79 1.83  O6 0.967